Entry 1:
Computed, not measured: an isolated molecule of C25H36N6O2, with ωB97M-V with the def2-TZVPD basis set.

```
69
Properties=species:S:1:pos:R:3:forces:R:3
H -2.817 -0.959 1.092 0.0 0.0 0.1
C -4.960 1.482 -0.338 0.0 0.1 0.1
H -2.088 -2.925 -1.944 0.0 0.1 0.0
H -1.717 3.807 0.722 0.0 0.1 -0.1
O 3.248 2.079 0.131 -0.1 0.1 0.1
C -2.947 -2.053 1.143 0.1 -0.2 0.2
H -1.328 1.584 1.722 -0.1 0.0 0.1
C 3.673 0.960 -0.094 -0.2 -0.2 0.1
C 5.487 -0.459 -1.076 0.0 -0.3 0.0
C -4.439 2.006 -1.509 0.0 0.1 0.0
H 5.538 -3.454 -0.052 0.0 0.0 0.0
H -5.358 2.142 0.419 0.0 0.1 0.1
H -4.437 -2.795 -1.756 -0.1 0.0 0.0
H 5.763 1.911 -2.265 0.0 0.0 0.1
H -1.801 -1.335 -1.192 0.0 -0.1 0.0
C 5.393 -2.905 -0.982 0.2 -0.2 -0.1
C -3.953 -0.216 -2.272 -0.1 0.0 0.0
H -1.592 -2.207 2.805 0.0 0.0 0.0
C -1.950 -2.409 -0.990 0.2 -0.1 0.0
C -0.707 -2.958 -0.298 -0.1 0.1 -0.3
H 0.178 -2.737 -0.899 0.0 0.0 0.0
H -3.573 -0.877 -3.038 0.0 -0.1 -0.1
C 3.059 -0.282 0.256 0.5 -0.6 -0.3
C -1.109 1.757 0.665 0.1 0.1 -0.3
H 0.659 -2.385 2.685 0.0 -0.1 0.0
C -0.822 3.243 0.445 0.1 -0.2 0.3
H -5.186 -2.548 -0.167 0.0 0.0 -0.1
H 5.052 2.803 -0.886 0.1 -0.1 0.0
H 6.607 1.937 -0.710 0.0 0.0 -0.1
C -4.366 -2.235 -0.819 0.0 -0.1 0.0
C 5.626 1.928 -1.184 0.1 0.3 -0.1
C -1.714 -2.650 1.813 -0.2 0.2 0.0
H 0.624 5.567 0.063 0.0 0.1 -0.1
H 0.634 1.324 -0.537 0.1 0.0 -0.1
N 2.866 -2.519 0.408 0.3 -0.4 -0.2
H 6.346 -2.747 -1.484 -0.1 0.0 0.1
C 3.637 -1.508 -0.041 -0.9 1.0 0.5
H -0.645 3.416 -0.619 0.0 0.0 -0.1
H 0.942 -3.747 1.575 0.0 0.1 0.1
H -1.849 -3.739 1.926 0.0 0.0 0.0
H 1.288 3.318 0.888 0.0 -0.1 0.1
N 4.825 -1.606 -0.696 0.1 0.0 0.0
C 1.826 -1.930 0.978 0.1 0.2 0.1
H 0.322 -0.073 2.158 0.1 0.0 0.0
C 0.488 5.290 1.107 0.1 -0.2 0.1
H 4.716 -3.470 -1.622 0.0 0.0 0.0
C -4.967 0.114 -0.132 0.0 0.0 -0.1
C 0.927 0.386 1.375 -0.5 0.5 -0.1
H -3.545 1.552 -3.400 0.0 0.0 -0.1
H -3.833 -2.276 1.743 0.0 0.1 0.0
N -0.557 -2.332 1.003 0.0 -0.1 0.1
C -3.943 1.152 -2.479 0.1 0.1 -0.1
H 1.471 1.242 1.779 -0.1 -0.1 0.1
N 4.883 0.752 -0.762 0.1 0.2 0.0
C 0.710 -2.672 1.629 -0.2 0.0 0.0
N 1.893 -0.582 0.924 0.3 -0.4 0.0
H -4.424 3.074 -1.667 0.0 0.1 0.0
C -4.457 -0.753 -1.092 0.0 0.0 0.0
H 1.344 5.654 1.670 0.1 0.1 0.0
H -5.381 -0.288 0.783 0.0 -0.1 0.1
O 6.549 -0.495 -1.659 0.3 0.1 -0.2
C 0.365 3.777 1.243 -0.2 0.2 -0.2
N -3.123 -2.643 -0.170 0.0 -0.1 0.0
C 0.025 0.827 0.219 -0.1 0.0 0.2
H -0.396 -0.078 -0.219 0.1 0.0 0.0
H -2.012 1.507 0.103 0.0 -0.1 0.1
H -0.406 5.786 1.479 -0.1 0.1 0.0
H 0.235 3.520 2.298 0.0 -0.1 0.1
H -0.798 -4.054 -0.201 0.1 0.0 0.0
```
Forces are in eV/Å.

Summary:
E_HOMO: -8.230 eV
Kohn-Sham gap: 8.935 eV
ΔE to the lowest compared entry with this formula, charge and spin: 0.00 kJ/mol
Total charge: 0
E: -39547.159 eV
SMILES string: CCCCCCn1c(CN2CCN(Cc3ccccc3)CC2)nc2c1c(=O)n(C)c(=O)n2C
Multiplicity: 1



Entry 2:
Computed, not measured: C12H16AuBrN4O2 as an isolated structure, with ωB97M-V with the def2-TZVPD basis set.

```
36
Properties=species:S:1:pos:R:3:forces:R:3
C -4.276 0.178 0.726 0.1 -0.1 -0.1
C -3.498 3.514 2.391 0.0 0.1 0.0
C -0.579 2.125 -2.132 -0.2 0.5 -0.2
C -4.445 1.368 1.405 0.1 0.1 0.0
H 2.401 1.906 -1.623 0.0 0.0 0.0
C -3.361 2.218 1.653 0.0 -0.2 -0.1
H 0.775 -2.710 2.459 0.0 0.0 0.0
H 3.801 1.709 -0.545 0.0 0.0 0.0
H 2.959 -0.939 0.623 0.0 0.0 0.0
H -4.539 3.710 2.635 0.0 0.0 0.0
N 0.367 5.395 -2.555 0.0 0.0 0.1
C 2.646 -0.002 1.089 0.2 0.0 0.3
H 1.261 0.729 2.578 0.1 0.0 0.0
H 3.234 0.327 -1.533 0.0 0.0 0.0
H -1.240 2.405 1.314 0.0 0.0 0.0
C 1.621 -0.216 2.173 0.1 0.0 -0.2
H -2.932 3.490 3.323 0.0 0.0 0.0
H 1.993 -0.839 2.985 0.0 0.0 0.0
O 0.460 -0.862 1.586 -0.3 0.1 -0.1
O 2.031 0.855 0.103 -0.2 -0.5 -0.4
N -0.406 0.935 -1.941 0.2 0.0 0.0
H -3.128 4.345 1.790 0.0 0.0 0.0
N -0.877 3.262 -2.445 -0.4 -0.6 0.3
C -2.130 1.804 1.177 -0.1 0.1 0.1
H -5.434 1.648 1.746 0.0 0.0 0.0
C -0.192 4.390 -2.502 0.4 0.3 -0.2
C -3.011 -0.170 0.282 -0.3 -0.1 0.0
Au -0.088 0.202 -0.170 0.2 0.4 1.0
Br -2.688 -1.751 -0.652 0.0 0.0 0.0
H 3.530 0.493 1.498 0.0 0.1 -0.1
H -5.107 -0.485 0.530 0.0 0.0 0.0
H 1.400 -2.573 0.785 0.0 0.0 0.0
C 0.590 -2.312 1.464 -0.1 -0.1 0.0
H -0.362 -2.676 1.089 0.0 0.0 0.0
N -1.976 0.638 0.520 0.2 -0.2 -0.5
C 2.933 1.214 -0.977 0.1 0.1 -0.2
```
Forces are in eV/Å.

Summary:
E_HOMO: -16.435 eV
Kohn-Sham gap: 6.203 eV
ΔE to the lowest compared entry with this formula, charge and spin: 0.00 kJ/mol
Total charge: +2
E: -96472.717 eV
Multiplicity: 1



Entry 3:
Computed, not measured: C4H11CsNO as an isolated structure, with ωB97M-V with the def2-TZVPD basis set.

```
18
Properties=species:S:1:pos:R:3:forces:R:3
H -12.581 20.886 16.982 -0.1 0.1 -0.5
H -13.356 21.699 18.773 -0.7 0.1 0.2
C -12.710 19.243 18.281 -2.1 -0.8 0.9
O -13.603 19.701 19.294 0.4 0.8 0.1
H -15.005 20.437 16.955 0.1 0.1 0.0
Cs -9.670 17.576 18.461 0.2 -0.1 -0.2
N -12.001 19.109 15.996 -0.1 0.4 0.8
H -14.844 18.772 16.625 0.4 -0.3 -0.2
C -14.364 19.730 16.418 -0.6 1.0 0.7
H -14.456 19.985 15.363 0.1 -0.1 -0.1
C -13.316 21.042 19.648 1.5 0.5 -0.5
H -13.045 18.199 18.271 0.6 -0.3 -0.5
H -11.922 19.657 15.147 0.1 -0.3 -0.2
H -12.503 18.256 15.771 0.2 0.0 -0.4
C -12.924 19.855 16.900 0.6 -0.8 0.0
H -12.251 21.158 19.927 -0.1 -0.4 0.2
H -13.875 21.431 20.489 -0.5 -0.4 -0.2
H -11.681 19.307 18.641 0.0 0.5 -0.1
```
Forces are in eV/Å.

Summary:
E_HOMO: -12.962 eV
Kohn-Sham gap: 9.323 eV
ΔE to the lowest compared entry with this formula, charge and spin: 80.27 kJ/mol
Total charge: +1
E: -8405.873 eV
Multiplicity: 1



Entry 4:
Computed, not measured: a 2-piece molecular cluster, C5H13N3 overall, with ωB97M-V with the def2-TZVPD basis set.

```
21
Properties=species:S:1:pos:R:3:forces:R:3
N -1.389 -0.322 1.923 0.1 -0.2 -0.3
C -1.335 -0.872 0.634 -0.2 1.7 -0.5
C -0.269 -1.772 0.358 1.2 0.6 -0.9
H 1.544 2.260 -1.224 0.0 0.1 0.1
C 1.162 -0.454 -0.348 -0.7 -1.5 1.5
N 1.668 0.191 0.782 0.0 -0.1 -1.2
H -0.987 -0.876 2.664 -0.3 0.1 0.0
H 1.803 -1.263 -0.681 0.1 0.2 0.0
H 0.016 2.305 -2.111 0.0 0.0 0.0
H 2.488 -0.221 1.201 -0.6 0.5 0.5
H -2.218 0.208 2.146 0.1 -0.2 0.1
C 0.515 0.334 -1.399 -2.4 0.0 -0.3
N -1.958 -0.318 -0.384 -0.5 -1.0 0.9
H -0.681 0.059 -1.288 2.1 0.5 -0.6
H -2.553 0.463 -0.113 0.0 0.0 0.1
H 0.838 0.009 -2.388 0.0 0.0 0.0
H 1.060 0.899 1.170 0.7 -0.2 0.5
C 0.531 1.854 -1.261 0.2 -0.2 -0.1
H -0.419 -2.391 -0.516 -0.1 -0.1 0.1
H 0.203 -2.259 1.205 0.1 0.0 0.0
H -0.019 2.167 -0.371 0.1 0.1 0.1
```
Forces are in eV/Å.

Summary:
E_HOMO: -7.750 eV
Kohn-Sham gap: 8.728 eV
ΔE to the lowest compared entry with this formula, charge and spin: 203.56 kJ/mol
Total charge: 0
E: -9864.257 eV
Multiplicity: 1



Entry 5:
Computed, not measured: a 6-piece molecular cluster, C44H69BIN4O12PS2 overall, with ωB97M-V with the def2-TZVPD basis set.

```
134
Properties=species:S:1:pos:R:3:forces:R:3
H -0.101 -2.896 -8.502 -0.1 0.0 0.0
H -5.582 -0.324 -4.522 0.4 0.0 0.1
C -5.390 -5.182 3.112 -0.1 0.1 0.2
O -1.817 -3.794 3.131 2.1 -0.9 -2.9
H 6.014 0.105 6.621 -1.1 -1.5 -1.3
N 1.616 -1.850 -0.458 -2.0 4.4 -2.2
C 6.285 1.343 3.701 -1.1 1.1 0.6
H -0.237 5.166 -7.720 -0.2 0.0 -0.1
O -1.520 -0.384 -3.324 -2.1 0.5 -0.8
H -4.779 -4.457 2.565 0.0 -0.1 0.1
H -6.647 -0.347 2.697 1.3 1.9 0.1
C 3.746 -3.758 1.079 1.5 1.8 1.7
H -3.651 1.928 -2.507 0.0 0.1 -0.2
H -0.738 -3.068 -0.148 -1.4 1.0 1.6
C -1.526 -2.694 0.649 0.5 0.7 0.3
C -8.206 -6.769 2.319 -0.2 -0.1 -0.7
C -4.935 1.607 -5.182 0.1 0.2 -0.1
H -6.638 1.575 2.561 1.4 -1.9 0.3
H 9.023 5.351 6.287 0.1 -0.1 0.0
H 8.683 7.071 4.488 0.1 -0.1 -0.1
O -2.369 -5.282 1.163 1.9 1.7 2.4
H -0.402 -0.446 -1.527 2.2 2.0 0.7
O 8.122 5.487 2.181 1.2 -0.6 1.9
H -0.816 -3.742 3.302 -2.1 0.3 -0.1
C -4.545 0.561 2.067 -0.6 3.3 -1.4
H -4.263 -6.884 2.464 -0.4 -0.2 0.1
H 1.644 2.773 3.724 -1.5 -1.3 1.7
H 7.094 -3.343 2.951 -2.3 0.7 -0.8
C -0.912 -1.467 1.601 0.3 2.3 1.3
C 8.799 5.381 3.199 -1.1 0.4 -1.3
H 0.224 1.110 -0.483 0.6 -1.4 -1.6
C 0.840 2.232 4.414 -1.1 0.4 -1.3
O -7.895 -8.721 3.636 1.3 1.6 -0.9
O -6.049 -7.524 3.220 0.0 -0.5 0.0
H -6.418 -4.813 3.144 0.1 0.0 -0.1
H -4.243 2.406 -4.903 -0.1 0.0 0.1
H -1.195 -2.842 -6.242 -0.1 -0.1 0.0
S 3.033 0.369 2.858 -0.8 -2.2 -0.4
H -2.548 -3.165 -5.140 0.0 0.1 -0.1
H 8.294 3.756 6.375 0.2 0.0 0.0
B -1.918 -3.958 1.643 -0.4 -1.2 1.1
H 10.325 6.376 4.396 -0.1 0.0 0.2
C 3.836 -1.294 2.427 0.5 -3.1 -1.0
C -3.654 -0.799 2.297 0.3 0.6 0.9
C -2.187 -2.502 -5.932 0.3 0.2 -0.1
C -2.202 1.259 5.581 3.1 1.4 -3.8
H -5.202 0.750 -3.191 0.2 0.0 -0.1
C -1.856 -1.850 -9.100 0.4 1.1 -1.0
H -1.555 5.809 -8.728 0.0 -0.1 0.1
C -2.213 4.598 -7.065 0.1 0.1 -0.2
H -0.006 3.055 4.590 1.8 -1.9 -0.2
C 1.199 0.041 2.666 -3.0 -1.2 -0.6
H 10.814 4.397 4.714 -0.2 0.1 0.0
H 3.172 1.240 0.095 -0.1 -1.7 -1.5
C -3.158 -2.482 -7.096 0.2 -0.1 0.3
H -2.063 -1.496 -5.520 -0.1 -0.3 0.0
O -2.727 -1.554 -8.109 -0.3 0.3 -0.5
N -2.361 1.607 4.233 1.6 -3.8 6.5
O 8.930 4.184 3.813 0.0 -0.3 -0.5
C 0.176 1.029 3.520 -1.1 -3.3 -2.1
C 9.849 3.912 4.888 0.0 0.1 0.2
H -1.783 7.043 -4.755 -0.1 -0.1 0.0
H -8.612 -6.029 3.013 0.1 -0.1 -0.1
C -1.251 5.580 -7.703 0.2 0.2 0.1
C -1.049 -3.112 -9.000 -0.2 -0.6 -0.4
H 7.123 1.891 4.351 -1.7 -1.4 -1.5
N -4.183 1.653 1.316 -1.6 -4.1 3.0
H 3.160 -4.509 0.364 1.4 1.9 1.7
C -4.886 0.457 -4.196 0.0 0.2 -0.1
C 5.258 -4.149 1.583 -2.8 4.8 1.4
C -2.026 -0.529 2.424 3.8 0.8 -0.1
H 4.104 -0.391 -0.343 -2.2 1.5 -0.4
H 9.921 4.022 7.044 -0.1 0.0 -0.1
H -4.958 2.373 1.397 1.0 -1.2 -0.1
H 5.254 1.759 4.134 2.1 -0.6 -1.2
C -6.008 0.628 2.838 0.9 -0.5 1.0
H -3.332 -3.476 -7.518 0.1 0.1 -0.1
H 5.789 -1.777 6.332 -0.4 2.3 -1.0
C 0.735 -1.197 1.701 -3.7 2.3 2.3
H -4.133 -2.123 -6.743 0.2 0.1 -0.3
H -2.452 -2.291 0.043 1.8 -0.8 1.2
C -1.440 0.702 3.389 2.8 -1.8 -1.5
O -1.673 -1.062 -10.023 -0.6 -1.1 1.7
P 6.372 -0.506 4.169 0.4 -0.9 0.3
C 3.198 0.327 -0.637 0.6 -0.6 0.1
H -2.070 1.615 -1.838 0.1 0.0 -0.3
H -9.031 -7.308 1.842 0.1 0.1 0.3
H 7.637 1.888 1.876 -2.4 -0.8 0.4
C 6.019 -3.071 2.573 -3.0 0.7 -1.4
S -1.373 1.044 7.089 -3.2 0.7 -4.5
C -2.061 4.936 -4.621 0.5 -0.3 1.3
H 9.707 7.290 3.044 -0.3 -0.1 0.1
H -3.262 6.528 -3.902 0.4 0.0 0.0
H 3.472 0.719 -1.730 -1.0 -0.8 2.3
C 0.479 0.332 -1.320 1.4 -1.9 -0.9
H -5.761 0.707 4.000 -0.6 -0.2 -2.4
C 9.417 6.592 3.836 0.6 0.3 -0.2
C -2.637 1.638 -2.774 -0.2 -0.3 0.5
C 6.498 1.670 2.108 -0.4 1.3 0.2
H -3.244 4.964 -7.054 0.1 0.0 0.1
C 9.242 4.282 6.227 -0.2 0.2 0.1
H -7.667 -6.268 1.518 0.1 0.2 0.2
H -0.850 -3.477 -10.013 0.1 0.3 0.2
H -2.201 2.386 -3.441 0.0 -0.1 0.1
H -5.038 -5.229 4.148 0.1 0.0 -0.2
H 10.039 2.833 4.867 -0.2 0.2 -0.3
O -1.776 4.236 -5.741 -0.2 -0.5 0.5
H 6.014 0.871 1.398 1.1 1.4 1.5
H -5.944 2.026 -5.237 0.1 -0.1 0.0
H -2.222 3.672 -7.652 0.1 0.1 0.4
O -3.578 -0.147 -4.175 0.0 -0.6 0.1
C -2.545 0.285 -3.418 1.3 -0.1 0.4
H -2.084 -5.954 1.877 -0.9 1.6 -1.5
H -1.200 6.517 -7.141 -0.1 0.0 -0.1
H 1.273 1.871 5.439 -0.8 0.6 -2.1
H 5.931 2.697 1.896 1.3 -2.2 0.4
H -3.221 6.472 -5.646 0.2 0.1 -0.1
C 1.797 -0.522 -0.744 -0.4 0.1 -0.5
H -5.624 -6.538 1.415 -0.1 0.0 0.1
N 1.614 -2.116 0.896 2.9 0.6 4.4
H -4.640 1.268 -6.181 -0.1 0.0 0.1
H -3.948 -1.569 1.466 0.9 1.5 1.5
I 6.182 -6.058 0.926 -0.9 2.0 0.7
C -2.609 6.328 -4.757 -0.7 0.1 0.1
C -5.307 -6.549 2.462 0.0 0.2 0.0
C 5.533 -0.700 5.917 -0.9 -0.2 0.1
C 2.986 -2.323 1.480 4.6 -1.6 1.6
O -1.802 4.472 -3.514 -0.3 0.5 -2.1
H 0.796 0.798 -2.348 -0.9 -0.4 2.1
C 5.330 -1.618 3.018 -2.5 -3.2 -3.0
H 4.346 -0.609 5.847 2.6 0.0 0.3
H -1.563 -3.920 -8.483 0.1 0.1 0.2
H -4.002 -1.280 3.331 0.7 1.1 -2.2
C -7.372 -7.758 3.082 -0.8 -1.2 0.9
```
Forces are in eV/Å.

Summary:
E_HOMO: -7.426 eV
Kohn-Sham gap: 6.294 eV
Total charge: 0
E: -116989.423 eV
SMILES string: [H]/N=C(\C)Cc1c(CB(O)O)c2c(c(C)c1N=C=S)Sc1c(cc(I)cc1P(C)CC)N2N=C(C)C.CCOC(C)=O.CCOC(C)=O.CCOC(C)=O.CCOC(C)=O.CCOC(C)=O
Multiplicity: 1



Entry 6:
Computed, not measured: an isolated molecule of C3H3NO3, with ωB97M-V with the def2-TZVPD basis set.

```
10
Properties=species:S:1:pos:R:3:forces:R:3
C -1.604 -0.501 0.452 -0.3 -0.9 0.0
O -1.624 -1.700 0.340 -0.3 0.4 0.4
C 1.751 -0.339 0.064 0.1 0.5 0.3
N -0.714 1.440 -0.605 0.4 -0.4 0.6
O 0.567 -0.600 -0.556 0.2 0.5 0.2
H 2.516 -1.120 -0.135 -0.6 0.3 -0.1
H 0.080 1.865 -1.071 0.1 0.0 -0.3
O 1.932 0.629 0.747 0.1 -0.5 -0.2
H -2.400 0.063 0.994 0.5 0.0 -0.4
C -0.505 0.262 -0.230 -0.2 0.1 -0.5
```
Forces are in eV/Å.

Summary:
E_HOMO: -10.652 eV
Kohn-Sham gap: 10.315 eV
ΔE to the lowest compared entry with this formula, charge and spin: 170.37 kJ/mol
Total charge: 0
E: -10790.935 eV
SMILES string: [H]/N=C(/C=O)OC=O
Multiplicity: 1



Entry 7:
Computed, not measured: an isolated ion of composition C4H9N2 and charge +1, with ωB97M-V with the def2-TZVPD basis set.

```
15
Properties=species:S:1:pos:R:3:forces:R:3
N -0.908 -1.902 -0.552 0.3 -0.8 1.0
H 1.709 -0.283 1.335 -2.2 0.7 -0.7
H 1.807 1.349 1.103 0.1 0.5 0.1
H -1.400 1.133 1.141 -0.8 0.8 1.6
C -0.892 -0.701 -1.011 1.0 -0.1 -0.6
H 0.473 0.911 2.000 -1.5 0.3 2.5
C 0.995 0.626 1.176 4.6 -0.6 -0.7
H 0.562 0.553 -2.091 0.2 -0.1 0.3
C -1.029 1.223 0.173 0.5 -0.8 -3.4
N 0.218 0.831 0.002 -1.1 0.1 1.1
H -0.106 -2.494 -0.293 -0.1 0.4 -0.4
H -1.789 -2.293 -0.239 -0.1 0.0 -0.3
C 0.540 0.024 -1.131 -2.3 0.5 -1.4
H -1.636 1.465 -0.722 0.5 0.2 1.1
H 1.455 -0.443 -0.893 1.0 -1.0 -0.2
```
Forces are in eV/Å.

Summary:
E_HOMO (spin up / spin down): -13.677 / -13.677 eV
Kohn-Sham gap (spin up / spin down): 9.047 / 9.046 eV
ΔE to the lowest compared entry with this formula, charge and spin: 446.91 kJ/mol
Total charge: +1
E: -7263.510 eV
Multiplicity: 1



Entry 8:
Computed, not measured: an isolated molecule of C5H10O2Si, with ωB97M-V with the def2-TZVPD basis set.

```
18
Properties=species:S:1:pos:R:3:forces:R:3
Si 0.285 -0.331 0.132 -0.1 -1.6 2.5
H 3.591 1.913 -0.095 -1.6 -1.4 -0.5
C 0.487 -2.206 -0.189 1.0 1.3 -1.4
H 1.398 -2.358 -0.909 -2.2 0.5 0.4
C 2.036 0.389 0.246 0.9 -1.2 2.9
O -0.996 -0.152 1.491 2.6 -0.5 -2.7
C 2.591 1.400 -0.368 1.5 2.2 0.2
H 2.006 1.943 -1.054 -0.5 0.7 -1.2
H 0.816 -2.893 0.558 -0.4 -0.1 1.2
H 2.772 0.033 1.061 -1.6 -0.2 -1.0
H -2.427 1.402 -1.167 0.2 0.7 0.0
H -1.473 1.832 1.098 -0.6 -1.2 0.0
C -1.939 0.621 -0.612 -2.1 -2.4 1.6
H -2.598 -0.306 -0.763 1.1 0.8 -0.4
C -1.897 0.768 0.934 -0.3 3.0 1.1
H -0.536 -2.433 -0.550 0.9 -0.6 -0.3
O -0.608 0.421 -0.998 0.2 0.3 -0.9
H -2.856 0.736 1.564 1.0 -0.2 -1.5
```
Forces are in eV/Å.

Summary:
E_HOMO: -9.733 eV
Kohn-Sham gap: 10.689 eV
ΔE to the lowest compared entry with this formula, charge and spin: 0.00 kJ/mol
Total charge: 0
E: -17319.855 eV
SMILES string: C=C[Si]1(C)OCCO1
Multiplicity: 1



Largest force on an atom? In order: 1.4; 1.1; 2.4; 2.4; 7.7; 0.9; 4.7; 3.8 eV Å⁻¹.